No. 1
Below is a structure of composition C4H9N3O at a distorted geometry, with properties calculated with wB97M-V/def2-TZVPD.

Each line ends with the Mulliken charge.
Geometry (Å):
C  -1.450  -0.658  -0.405  -1.438
C  -0.113  -1.385  1.639  -1.415
C  0.406  1.481  0.259  0.159
C  -0.445  -0.298  0.659  1.878
N  1.467  0.631  -1.660  -0.652
O  0.613  2.757  -0.064  -0.465
N  -0.428  1.012  1.144  -0.799
N  1.002  0.418  -0.344  -0.142
H  1.284  2.757  -0.768  0.370
H  2.206  -0.033  -1.857  0.245
H  0.726  0.511  -2.351  0.193
H  -2.397  -0.908  0.084  0.356
H  -1.629  0.179  -1.079  0.407
H  -0.262  -2.380  1.220  0.312
H  -0.768  -1.277  2.508  0.335
H  0.914  -1.278  1.986  0.361
H  -1.126  -1.531  -0.973  0.295

E_LUMO (eV): 0.78
Gap between HOMO and LUMO (eV): 9.39
2S+1: 1

=====

No. 2
Below is a structure of composition C3H4O4 at a distorted geometry, with properties calculated with wB97M-V/def2-TZVPD.

Each line ends with the Mulliken charge.
Geometry (Å):
C  -0.875  0.649  0.144  -0.596
C  0.832  -0.582  -0.021  0.630
C  0.762  0.143  1.225  0.494
O  1.645  0.052  -0.918  -0.459
O  -1.404  0.119  -1.004  -0.464
O  0.429  -1.745  -0.131  -0.627
O  0.720  0.407  2.353  -0.356
H  1.518  -0.379  -1.777  0.347
H  -1.491  -0.842  -0.881  0.345
H  -1.498  0.480  1.029  0.335
H  -0.639  1.699  -0.019  0.352

E_LUMO (eV): 0.02
Gap between HOMO and LUMO (eV): 8.89
2S+1: 1

=====

No. 3
Below is the molecule C5H11NO at a distorted geometry, with properties calculated with wB97M-V/def2-TZVPD.

Each line ends with the Mulliken charge.
Geometry (Å):
C  1.890  -0.237  -0.889  -1.419
C  0.596  -0.779  -0.382  0.039
C  -0.732  -0.197  -0.754  -0.468
N  -0.868  1.012  -1.624  -0.665
C  -0.267  0.035  0.658  0.871
C  -0.947  -0.654  1.796  -1.419
O  0.243  1.326  0.984  -0.574
H  1.968  -0.367  -1.973  0.312
H  2.040  0.827  -0.684  0.308
H  2.728  -0.768  -0.425  0.398
H  0.631  -1.861  -0.307  0.370
H  -1.537  -0.913  -0.898  0.337
H  -0.113  1.675  -1.445  0.284
H  -1.783  1.449  -1.543  0.246
H  -0.223  -0.886  2.584  0.305
H  -1.720  -0.009  2.224  0.390
H  -1.424  -1.589  1.486  0.320
H  -0.481  1.938  1.194  0.363

E_LUMO (eV): 0.80
Gap between HOMO and LUMO (eV): 9.32
SMILES string: C[C@@H]1[C@H](N)[C@]1(C)O
2S+1: 1

=====

No. 4
Below is a cluster of 2 separate species, CBrF4N in total at a distorted geometry, with properties calculated with wB97M-V/def2-TZVPD.

Each line ends with the Mulliken charge.
Geometry (Å):
C  0.319  0.373  -0.094  0.895
N  -0.760  -0.290  0.561  -0.096
F  0.464  1.502  0.568  -0.217
F  0.122  0.703  -1.350  -0.212
F  1.427  -0.330  0.155  -0.205
F  -0.720  -2.124  -0.211  -0.382
Br  -2.436  0.235  0.201  0.217

E_LUMO (spin up / spin down) (eV): -3.26 / -3.26
Gap between HOMO and LUMO (spin up / spin down) (eV): 8.23 / 8.23
2S+1: 1

=====

No. 5
Below is a cluster of 3 separate species, C4H13NO3 in total at a distorted geometry, with properties calculated with wB97M-V/def2-TZVPD.

Each line ends with the Mulliken charge.
Geometry (Å):
C  -0.746  2.012  -1.322  -1.136
C  -0.756  1.321  0.006  0.041
C  0.508  1.502  0.903  -0.397
C  0.786  0.467  1.945  0.353
N  0.031  -0.688  2.035  -0.433
O  1.637  0.770  2.735  -0.586
H  -1.278  2.961  -1.248  0.332
H  -1.327  1.332  -1.997  0.285
H  0.327  1.941  -1.690  0.287
H  -1.721  1.693  0.535  0.269
H  -0.950  0.207  -0.138  -0.010
H  1.424  1.412  0.262  0.228
H  0.488  2.588  1.156  0.288
H  -0.257  -1.110  1.156  0.201
H  0.487  -1.394  2.510  0.292
O  2.218  -1.640  -1.774  -0.571
H  2.344  -1.303  -2.595  0.295
H  1.312  -1.500  -1.728  0.266
O  -1.197  -3.310  -0.389  -0.622
H  -1.346  -3.795  0.473  0.321
H  -1.984  -3.465  -0.835  0.298

E_LUMO (eV): 0.32
Gap between HOMO and LUMO (eV): 9.83
SMILES string: CCCC(N)=O.O.O
2S+1: 1

=====

The calculation returns the following relative energy (zero: lowest compared OMol25 entry of this formula, charge and spin) values, one per record and in order: 66.1 77.1 42.8 36.2 39.4 kcal/mol.